[1]
Density functional theory data (ωB97M-V/def2-TZVPD) for a 10-piece molecular cluster, C20H60O20 overall.

```
100
C20H60O20, DFT ωB97M-V/def2-TZVPD
C 7.52893 -13.58433 9.65626
O 9.61722 -18.90382 14.48879
H 3.29242 -14.04144 17.42803
C 1.50205 -14.04713 18.59163
H 8.72245 -18.59444 14.32974
C 9.80856 -17.14545 13.00561
H 12.10777 -14.03422 13.60725
H 0.70362 -13.33207 18.78982
H 7.99382 -14.08025 16.59588
H 11.68002 -14.69143 11.99384
O 8.52911 -15.71466 10.25155
C 11.71590 -12.47166 11.99913
H 10.39443 -16.64408 12.23525
O 9.75400 -13.67860 14.37554
H 8.07860 -14.22668 11.67788
O 6.36309 -13.31713 15.82908
C 8.40809 -14.33287 10.64431
H 10.64057 -12.40439 12.16417
H 7.76836 -12.44693 19.23840
O 11.62529 -8.97990 12.11677
O 4.05303 -16.38725 14.35578
O 11.16604 -15.37663 16.23140
O 5.05169 -17.74444 16.47781
H 4.99674 -13.75956 10.82021
H 9.98481 -14.30349 15.06680
H 1.03629 -14.91626 18.12709
H 12.03552 -11.51055 12.40187
O 4.29814 -13.55243 11.44524
O 6.16797 -14.06478 9.69673
H 5.65104 -17.61617 13.99050
H 2.83468 -13.91640 20.01141
O 12.07404 -12.88752 17.37298
H 8.01361 -12.34428 16.34340
O 2.90335 -11.39206 12.85725
H 13.86625 -14.80924 12.42648
O 12.11491 -12.33335 10.69873
H 4.36817 -11.73944 14.25336
C 7.74060 -13.29440 15.88425
H 9.84809 -16.41715 13.81562
C 5.46359 -16.65433 14.46781
H 6.49129 -11.85270 20.33462
H 5.98104 -11.02329 18.45537
C 12.18108 -13.88544 12.52995
H 7.96706 -13.71443 8.66670
H 10.62419 -8.05651 10.70760
O 8.54232 -17.28833 12.39641
H 6.93263 -16.88202 16.05961
H 11.61073 -15.45542 18.40400
H 9.40558 -10.40493 12.37882
H 8.07411 -12.68761 13.75833
C 8.33846 -13.50655 14.42734
H 10.84075 -13.09062 18.91418
H 9.38482 -13.86084 10.53808
H 5.73213 -13.10082 12.79621
C 10.35505 -18.46494 13.40995
O 9.69824 -10.55691 10.34644
H 11.47640 -9.05859 13.06189
H 10.10754 -19.20493 12.64886
H 9.94290 -7.73269 12.28794
C 10.96877 -15.00110 17.64931
H 11.42253 -18.64777 13.53308
O 2.99021 -12.26382 18.21447
C 2.45162 -13.37562 17.62252
H 10.08740 -13.00830 17.38237
H 1.99529 -13.34406 16.63314
C 4.88939 -12.61185 12.30752
O 5.99559 -11.97757 18.35180
H 8.41296 -9.49856 11.49026
C 6.30224 -14.02892 19.82954
H 4.39403 -17.29553 17.01406
H 3.34254 -10.54136 12.92822
H 11.92920 -15.95857 16.20798
H 3.82600 -17.31900 14.39907
C 3.88498 -12.25676 13.42450
H 12.93874 -12.80410 10.55277
H 5.82460 -13.89979 8.81555
C 9.47344 -9.74969 11.51041
H 5.98111 -13.09892 16.68236
H 5.54873 -15.74205 16.45328
O 6.85979 -14.87867 18.90548
C 6.70833 -12.50173 19.48625
H 12.24878 -13.28614 16.51731
H 8.59384 -16.77152 11.58904
C 5.87349 -16.65072 15.94639
H 6.08029 -15.95696 13.90085
H 3.94092 -12.32379 18.09549
H 5.22468 -14.14846 19.71686
H 5.23016 -11.74137 11.74693
H 7.89453 -14.43763 14.07503
H 10.49567 -11.08919 10.39533
H 3.41846 -13.16938 13.79539
H 10.01637 -15.38225 18.01776
H 6.60617 -14.38753 20.81296
C 10.92594 -13.47614 17.89820
C 10.38003 -8.51408 11.66629
H 7.43423 -12.53909 9.95053
O 13.53537 -13.94483 12.17166
O 2.20635 -14.58709 19.73394
H 6.47780 -15.75651 18.97687
H 7.69286 -15.95127 9.84377
```

HOMO energy (Eh): -0.345
SMILES: OCCO.OCCO.OCCO.OCCO.OCCO.OCCO.OCCO.OCCO.OCCO.OCCO
E_LUMO (eV): 0.1
Kohn-Sham gap (eV): 9.4
Charge: 0
Energy relative to the best compared isomer or geometry (same formula, charge and spin) (kJ/mol): 376.65
Total energy (eV): -62655.4429

---

[2]
Density functional theory data (ωB97M-V/def2-TZVPD) for C45H36N6O6PSm as an isolated structure.

```
95
C45H36N6O6PSm, DFT ωB97M-V/def2-TZVPD
H 13.38461 9.08552 11.53637
C 11.71621 16.66252 15.75413
H 13.74428 9.33454 6.48760
C 8.74994 12.33229 13.66796
H 8.06634 10.65579 7.56353
H 14.11340 11.12724 15.16648
H 8.12743 14.88914 11.52284
H 13.04923 7.10844 13.09777
H 14.47360 15.98515 17.64633
C 12.41534 8.84606 11.91629
C 10.72425 13.04111 9.15778
H 6.90502 13.14480 12.92024
H 10.66863 9.11249 16.80681
C 8.87679 12.66287 7.70876
C 11.97293 15.78441 14.70563
N 15.26002 13.57303 14.49687
H 9.85786 14.57632 7.99569
C 8.19196 11.30100 14.50776
C 10.66704 11.67984 9.53105
O 6.18398 10.92746 15.56065
H 16.07571 10.25292 6.83072
C 10.14337 12.47087 13.67554
H 19.31629 15.03901 18.44341
C 9.69459 10.81052 8.95428
C 15.26572 14.41092 15.53547
C 10.09145 9.33106 11.84902
C 16.34812 14.59996 16.34668
H 14.61247 17.83959 9.79182
H 9.63175 9.77136 9.19474
C 13.98546 15.16749 15.71988
N 13.09424 15.04795 14.71541
C 15.23126 17.53646 10.61913
H 16.11707 17.08141 10.26201
H 16.29958 12.30239 13.36157
H 8.23222 13.08093 6.99751
O 18.57863 15.07665 17.80477
N 12.30433 11.73236 14.44593
C 15.28750 10.41214 7.58287
N 13.88528 15.76662 11.91940
C 13.76100 15.96289 16.82286
C 13.30112 10.80307 9.48671
C 15.61180 11.04595 8.77886
C 13.02970 10.02638 8.36032
C 12.53701 10.05994 16.15797
H 16.61976 11.40776 8.94244
H 9.23059 9.91507 11.57357
H 11.47554 17.30774 18.63494
C 8.64425 14.16520 12.14983
H 11.36712 13.71392 9.70731
C 10.95225 11.61558 14.53200
O 6.15340 10.94967 13.39034
C 9.87436 8.26029 12.69681
C 12.30210 17.64891 18.02221
O 14.44574 11.38920 12.05867
H 16.38406 15.33660 17.14585
P 11.96254 11.25644 10.74786
H 19.29252 13.18919 17.18672
H 11.39045 15.69017 13.80157
H 10.49631 15.01982 11.61405
C 11.39128 9.64916 11.44593
C 10.37337 10.65784 15.34202
C 14.51057 16.61183 11.44363
N 10.81742 13.42237 12.93233
H 10.85030 17.29405 15.80505
H 19.58910 14.56237 16.07387
H 18.51047 12.74003 14.56031
C 17.53460 13.94387 16.01601
C 14.01560 9.83762 7.40014
C 13.05513 10.96752 15.21882
H 8.87713 7.94098 12.93720
H 10.60500 6.76835 13.89005
C 14.76451 11.98352 10.96086
C 12.21662 7.75488 12.77107
C 14.60380 11.27193 9.68557
C 10.05612 14.20374 12.16317
H 12.07468 9.56251 8.11861
C 12.61781 16.75378 16.83741
C 8.83095 11.30540 7.99607
O 13.48555 17.69962 18.84132
C 16.39199 12.98425 14.19662
O 15.05170 13.18625 11.04730
H 15.54885 18.43368 11.14694
C 7.98211 13.21044 12.90954
H 8.42474 9.67058 15.81593
H 12.05077 18.67726 17.65556
C 10.93122 7.54516 13.23498
C 8.93830 10.48142 15.25629
H 13.25582 9.61859 16.81036
Sm 13.41727 13.33810 12.82571
C 18.85973 14.12272 16.74809
N 6.71084 11.03580 14.48148
H 13.56870 18.56567 19.26887
C 9.84602 13.53938 8.23713
C 11.17871 9.85494 16.14688
C 17.55306 13.17251 14.85698
```

HOMO energy (alpha / beta) (Eh): -0.474 / -0.474
E_LUMO (alpha / beta) (eV): -5.7 / -5.6
Kohn-Sham gap (alpha / beta) (eV): 7.2 / 7.3
Charge: +2
Spin multiplicity: 6
Total energy (eV): -95657.1799

---

[3]
Density functional theory data (ωB97M-V/def2-TZVPD) for a single C3H5N3O molecule.

```
12
C3H5N3O, DFT ωB97M-V/def2-TZVPD
H 1.42180 2.38514 0.01789
H 0.98586 -2.73996 -0.23434
H -1.41083 0.66280 0.41991
C 0.99180 -0.73167 -0.15238
N 0.35337 -1.92631 -0.17586
H -0.47138 -1.89370 -0.74796
N 2.59807 0.64143 0.01485
N -0.82771 0.96437 -0.29398
C 0.48834 0.57586 -0.21358
H -0.98261 1.80420 -0.77749
O 2.29324 -0.66348 0.02099
C 1.56907 1.37584 -0.07386
```

HOMO energy (Eh): -0.279
SMILES: Nc1cnoc1N
E_LUMO (eV): 0.9
Kohn-Sham gap (eV): 8.5
Charge: 0
Energy relative to the best compared isomer or geometry (same formula, charge and spin) (kJ/mol): 290.39
Total energy (eV): -9707.5742